(1)
ORCA calculation (ωB97M-V/def2-TZVPD) on C3H10N2P2 in the gas phase at a distorted geometry.

```
17
C3H10N2P2, DFT ωB97M-V/def2-TZVPD
C 0.58900 -2.07990 -0.12792
C 0.46379 -1.00165 0.88292
P 1.19997 0.61656 0.87178
P 2.78181 0.42821 -0.59753
N -0.04381 0.90937 -0.25132
N -1.15750 1.50653 0.11793
C -2.40586 0.95462 -0.35242
H 1.32223 -1.82368 -0.88883
H -0.36442 -2.28699 -0.61491
H 0.90880 -2.99731 0.37706
H -0.35094 -1.10110 1.58841
H 3.76173 0.71309 0.35062
H 2.65030 1.76931 -0.95771
H -1.19868 1.93600 1.04014
H -2.36096 0.87942 -1.43850
H -2.58472 -0.04652 0.05825
H -3.21075 1.62404 -0.05797
```

Output
Energy above the lowest of the compared OMol25 structures with the same formula, charge and spin ... 49.69 kcal/mol
Kohn-Sham gap (spin up / spin down) ... 0.290 / 0.304 hartree
Structure (SMILES) ... C/C=P(\P)=N/NC

Mulliken atomic charge list, values in e, 8 entries: atom 1 (C): -0.80, atom 2 (C): -0.30, atom 3 (P): -0.13, atom 4 (P): -0.15, atom 5 (N): -0.25, atom 6 (N): -0.17, atom 7 (C): -0.70, atom 8 (H): 0.25

=====

(2)
ORCA calculation (ωB97M-V/def2-TZVPD) on a 2-piece molecular cluster, C3H10N3 overall at a distorted geometry.

```
16
C3H10N3, DFT ωB97M-V/def2-TZVPD
C 1.86486 0.67474 -1.39232
C 1.09560 -0.07612 -0.33504
N -0.28080 0.45004 -0.19421
C -1.15456 -0.15244 0.67366
N -1.85104 0.63376 1.50123
N -1.58428 -1.39878 0.39322
H 1.34610 0.77728 -2.34595
H 2.88457 0.32307 -1.54918
H 2.03604 1.70877 -1.07239
H 1.12391 -1.14217 -0.55882
H 1.59839 0.03931 0.61856
H -0.30017 1.45845 -0.17530
H -0.74119 0.04848 2.11817
H -2.85092 0.46139 1.38216
H -2.21659 -1.79214 1.07792
H -0.96994 -2.01364 -0.14171
```

Output
Energy above the lowest of the compared OMol25 structures with the same formula, charge and spin ... 98.72 kcal/mol
Kohn-Sham gap ... 0.349 hartree
Total charge ... +1

Mulliken atomic charge list, values in e, 8 entries: atom 1 (C): -1.32, atom 2 (C): -0.20, atom 3 (N): -0.19, atom 4 (C): 0.38, atom 5 (N): -0.54, atom 6 (N): -0.34, atom 7 (H): 0.36, atom 8 (H): 0.37

=====

(3)
ORCA calculation (ωB97M-V/def2-TZVPD) on an isolated ion of composition C3H10N3 and charge +1 at a distorted geometry.

```
16
C3H10N3, DFT ωB97M-V/def2-TZVPD
C 0.80983 0.99525 -2.13696
C 0.40522 0.95624 -0.68296
N -0.03732 -0.34413 -0.22999
C -0.33937 -0.79667 0.96033
N -0.97911 -2.01195 1.12789
N -0.27299 0.03886 2.02482
H 1.78879 0.56983 -2.35534
H 0.91921 2.03100 -2.45463
H 0.05138 0.55900 -2.79246
H 1.20958 1.31742 -0.02017
H -0.43654 1.65962 -0.55583
H -0.34451 -1.02788 -0.91468
H -1.94441 -1.86448 1.41045
H -0.55068 -2.58081 1.85192
H -0.41692 -0.44805 2.89244
H 0.13784 0.94676 1.87516
```

Output
Energy above the lowest of the compared OMol25 structures with the same formula, charge and spin ... 16.69 kcal/mol
Kohn-Sham gap ... 0.433 hartree
Structure (SMILES) ... CCNC(N)=[NH2+]
Total charge ... +1

Mulliken atomic charge list, values in e, 8 entries: atom 1 (C): -1.38, atom 2 (C): -0.31, atom 3 (N): -0.07, atom 4 (C): 0.55, atom 5 (N): -0.60, atom 6 (N): -0.34, atom 7 (H): 0.36, atom 8 (H): 0.37

=====

(4)
ORCA calculation (ωB97M-V/def2-TZVPD) on a 2-piece molecular cluster, C3H10N3O overall at a distorted geometry.

```
17
C3H10N3O, DFT ωB97M-V/def2-TZVPD
N -0.74334 -0.40600 -3.50267
C -0.73576 -0.12082 -2.10065
N -0.01656 0.85949 -1.63920
H -1.58688 -0.77597 -3.87083
H -0.37996 0.31679 -4.05103
H -1.36828 -0.79408 -1.49865
H 0.14222 0.76505 -0.60784
C 1.42382 1.06315 1.71516
N 0.16068 0.60273 1.13582
C -0.11157 -0.89153 1.51075
O -0.01632 -1.16154 2.77820
H 1.54266 0.49746 2.66084
H 1.38956 2.15343 1.92390
H 2.27304 0.83733 1.04767
H -0.60302 1.14683 1.54668
H 0.59148 -1.42820 0.83462
H -1.13468 -1.12467 1.07980
```

Output
Energy above the lowest of the compared OMol25 structures with the same formula, charge and spin ... 37.29 kcal/mol
Kohn-Sham gap ... 0.240 hartree
Total charge ... -1

Mulliken atomic charge list, values in e, 8 entries: atom 1 (N): -0.47, atom 2 (C): 0.04, atom 3 (N): -0.88, atom 4 (H): 0.21, atom 5 (H): 0.26, atom 6 (H): 0.23, atom 7 (H): 0.71, atom 8 (C): -0.86

=====

(5)
ORCA calculation (ωB97M-V/def2-TZVPD) on a 2-piece molecular cluster, C3H10N3O overall at a distorted geometry.

```
17
C3H10N3O, DFT ωB97M-V/def2-TZVPD
C 1.32933 0.37720 -0.07498
C -0.61107 -1.20968 -1.03168
C -0.01926 -0.37733 0.10649
N 1.32965 1.63087 0.00219
N -1.25481 1.45081 0.02893
N -0.30792 -0.87103 1.31304
O 2.32232 -0.54808 -0.09620
H 0.13842 -1.65870 -1.50709
H -1.12773 -0.43617 -1.73269
H -1.30789 -1.89832 -0.75495
H -0.50328 1.83286 0.56019
H 2.23488 2.04940 -0.05674
H -2.12505 1.31858 0.52431
H -1.28761 1.67872 -0.92416
H 0.19387 -0.41140 2.03911
H 2.09131 -1.43613 0.27992
H -1.09515 -1.49161 1.32430
```

Output
Energy above the lowest of the compared OMol25 structures with the same formula, charge and spin ... 74.78 kcal/mol
Kohn-Sham gap ... 0.396 hartree
Total charge ... +1

Mulliken atomic charge list, values in e, 8 entries: atom 1 (C): 0.58, atom 2 (C): -1.26, atom 3 (C): 0.32, atom 4 (N): -0.51, atom 5 (N): -0.61, atom 6 (N): -0.26, atom 7 (O): -0.47, atom 8 (H): 0.30

=====

(6)
ORCA calculation (ωB97M-V/def2-TZVPD) on a 2-piece molecular cluster, C3H10N3O2 overall at a distorted geometry.

```
18
C3H10N3O2, DFT ωB97M-V/def2-TZVPD
N -0.03547 -2.60158 -2.03265
C -0.42936 -1.85385 -0.96672
O 0.48896 -1.81159 0.05940
O -1.48439 -1.29337 -0.84474
H -0.62137 -2.57296 -2.85029
H 0.95537 -2.71301 -2.18407
H 1.39306 -1.86754 -0.27176
C 0.46991 2.32716 0.50120
C 0.31731 1.36940 1.41603
N -0.85566 0.48567 1.30940
N 1.35295 3.37057 0.52594
H -0.26454 2.42510 -0.29798
H 0.88704 1.14609 2.30279
H -1.38659 0.35607 2.17282
H -1.51378 0.84317 0.61544
H -0.60237 -0.47636 1.00479
H 2.23806 3.11934 0.94982
H 1.55321 3.85018 -0.34297
```

Output
Energy above the lowest of the compared OMol25 structures with the same formula, charge and spin ... 38.10 kcal/mol
Kohn-Sham gap ... 0.371 hartree
Total charge ... +1

Mulliken atomic charge list, values in e, 8 entries: atom 1 (N): -0.43, atom 2 (C): 0.75, atom 3 (O): -0.53, atom 4 (O): -0.58, atom 5 (H): 0.26, atom 6 (H): 0.21, atom 7 (H): 0.31, atom 8 (C): -0.13